1.
Entry from OMol25: a structure of composition C25H21N4O4PS2Ti in a non-equilibrium geometry (wB97M-V/def2-TZVPD).

## Properties
**Total charge**: -1
**HOMO (alpha / beta)**: -2.9 / -2.1 eV
**Gap between HOMO and LUMO (alpha / beta)**: 5.50 / 4.74 eV
**2S+1**: 2
**Calculated total energy**: -94492.9924 eV
**Energy above the lowest of the compared OMol25 structures with the same formula, charge and spin**: 1.4 kcal/mol

Each line ends with the Löwdin spin population.
Positions of all 58 atoms, in Å:
Ti -1.383 -2.212 -0.960  1.10
N 6.773 -3.119 1.347  0.00
C 5.529 -2.671 0.884  0.00
C 5.414 -1.432 0.255  0.00
C 4.193 -1.008 -0.240  0.00
C 3.076 -1.822 -0.117  0.00
C 3.180 -3.060 0.497  0.00
C 4.401 -3.483 0.993  0.00
S 1.508 -1.219 -0.658  0.00
O 1.758 -0.267 -1.703  0.00
O 0.779 -2.452 -1.038  0.02
N 0.879 -0.513 0.578  0.00
C 0.079 -1.075 1.495  0.01
N 0.287 -0.702 2.784  0.00
C -0.501 -1.229 3.698  0.01
C -1.490 -2.173 3.431  0.00
C -1.642 -2.515 2.106  0.00
N -0.909 -1.938 1.147  0.00
H 7.400 -2.377 1.618  0.00
H 6.711 -3.823 2.066  0.00
H 6.289 -0.801 0.148  0.00
H 4.099 -0.049 -0.731  0.00
H 2.310 -3.699 0.574  0.00
H 4.483 -4.456 1.464  0.00
H -0.331 -0.898 4.719  0.00
H -2.091 -2.621 4.207  0.00
H -2.351 -3.255 1.752  0.00
O -3.425 -1.427 -1.353  0.02
C -2.878 -0.942 -2.389  0.01
O -2.007 -1.573 -3.035  0.00
C -2.943 0.561 -2.563  0.00
P -1.677 0.973 -1.250  0.00
C -2.692 1.805 0.029  0.00
C -3.252 0.999 1.018  0.00
C -4.043 1.552 2.015  0.00
C -4.273 2.920 2.042  0.00
C -3.714 3.732 1.064  0.00
C -2.930 3.177 0.063  0.00
C -0.642 2.336 -1.870  0.00
C -0.608 2.763 -3.193  0.00
C 0.299 3.733 -3.600  0.00
C 1.187 4.284 -2.690  0.00
C 1.172 3.851 -1.369  0.00
C 0.273 2.880 -0.966  0.00
H -3.915 0.980 -2.313  0.00
H -2.615 0.852 -3.557  0.00
H -3.077 -0.070 0.999  0.00
H -4.471 0.910 2.775  0.00
H -4.882 3.355 2.825  0.00
H -3.886 4.801 1.078  0.00
H -2.494 3.821 -0.692  0.00
H -1.283 2.341 -3.925  0.00
H 0.313 4.053 -4.634  0.00
H 1.897 5.037 -3.009  0.00
H 1.876 4.258 -0.654  0.00
H 0.297 2.522 0.057  0.00
S -2.186 -5.587 -0.472  0.01
C -1.868 -4.029 -0.749  -0.18

***

2.
Entry from OMol25: a structure of composition C3H4IPS in a non-equilibrium geometry (wB97M-V/def2-TZVPD).

## Properties
**Total charge**: 0
**HOMO**: -8.5 eV
**Gap between HOMO and LUMO**: 7.22 eV
**2S+1**: 1
**Calculated total energy**: -31398.6543 eV
**Energy above the lowest of the compared OMol25 structures with the same formula, charge and spin**: 3.7 kcal/mol

Each line ends with the Löwdin charge.
Positions of all 10 atoms, in Å:
C -0.657 -1.397 0.743  -0.08
C 0.265 -0.662 0.157  -0.84
C -0.261 0.516 -0.731  -0.51
P 1.264 1.806 -0.696  0.31
S 0.769 3.232 0.604  0.04
I 2.410 -1.008 0.104  0.77
H -0.451 -2.383 1.272  0.09
H -1.659 -1.088 0.599  0.05
H -0.453 0.107 -1.811  0.10
H -1.227 0.875 -0.240  0.08

***

3.
Entry from OMol25: a structure of composition C11H15N6PtS2 in a non-equilibrium geometry (wB97M-V/def2-TZVPD).

## Properties
**Total charge**: +1
**HOMO**: -11.0 eV
**Gap between HOMO and LUMO**: 6.85 eV
**2S+1**: 1
**Calculated total energy**: -45503.5091 eV

Each line ends with the Löwdin charge.
Positions of all 35 atoms, in Å:
Pt -1.633 -0.494 -0.626  0.74
N 0.382 -3.828 -2.371  0.11
C -0.141 -2.642 -2.046  -0.83
S -1.801 -2.622 -1.477  0.57
N 0.617 -1.574 -2.235  0.01
N 0.002 -0.454 -1.772  -0.23
C 0.533 0.700 -1.968  -0.05
C -0.169 1.852 -1.401  -0.26
C 0.300 3.149 -1.459  0.00
C -0.501 4.170 -0.962  -0.03
C -1.742 3.865 -0.428  -0.02
C -2.136 2.536 -0.368  -0.11
N -1.362 1.560 -0.839  -0.09
H -0.205 -4.644 -2.365  0.10
H 1.246 -3.853 -2.891  0.12
H 1.438 0.796 -2.554  0.14
H 1.266 3.354 -1.900  0.13
H -0.163 5.196 -1.008  0.12
H -2.399 4.636 -0.052  0.12
H -3.079 2.233 0.064  0.11
C -0.215 -2.766 1.824  -0.04
N 0.301 -1.411 1.872  -0.15
C 1.741 -1.149 1.934  -0.08
C 1.811 0.382 2.072  -0.10
N 0.423 0.767 1.809  0.04
C -0.399 -0.292 1.775  -0.78
S -2.139 -0.174 1.718  0.59
H 0.372 -3.348 1.114  0.09
H -1.251 -2.747 1.501  0.04
H -0.151 -3.228 2.810  0.10
H 2.222 -1.512 1.024  0.13
H 2.177 -1.666 2.788  0.13
H 2.486 0.833 1.348  0.12
H 2.116 0.690 3.072  0.13
H 0.054 1.684 1.997  0.14

***

4.
Entry from OMol25: the ion C5H10NO with charge -1 in a non-equilibrium geometry (wB97M-V/def2-TZVPD).

## Properties
**Total charge**: -1
**Structure (SMILES)**: [O-]C[C@@H]1CCCN1
**HOMO**: -2.2 eV
**Gap between HOMO and LUMO**: 6.02 eV
**2S+1**: 1
**Calculated total energy**: -8882.4340 eV
**Energy above the lowest of the compared OMol25 structures with the same formula, charge and spin**: 38.8 kcal/mol

Each line ends with the Löwdin charge.
Positions of all 17 atoms, in Å:
O -2.192 -2.184 -0.547  -0.26
C -1.245 -1.786 0.136  -0.64
C -0.696 -0.303 0.030  -0.44
C 0.101 0.218 -1.156  -0.20
C 1.085 1.265 -0.681  -0.20
C 1.150 0.997 0.880  -0.18
N 0.277 -0.257 1.082  -0.08
H -0.161 -2.284 0.061  0.09
H -1.608 -1.888 1.240  0.08
H -1.652 0.335 0.168  0.14
H -0.613 0.694 -1.948  0.13
H 0.486 -0.732 -1.533  0.10
H 0.511 2.195 -0.784  0.08
H 1.913 1.531 -1.329  0.09
H 0.690 1.919 1.256  0.08
H 2.198 0.719 1.122  0.09
H -0.244 -0.438 2.003  0.12

***

5.
Entry from OMol25: a cluster of 2 separate species, C9H14O in total in a non-equilibrium geometry (wB97M-V/def2-TZVPD).

## Properties
**Total charge**: 0
**Structure (SMILES)**: Cc1ccc(O)cc1.CC
**HOMO**: -8.4 eV
**Gap between HOMO and LUMO**: 9.28 eV
**2S+1**: 1
**Calculated total energy**: -11607.0553 eV
**Energy above the lowest of the compared OMol25 structures with the same formula, charge and spin**: 13.4 kcal/mol

Each line ends with the Löwdin charge.
Positions of all 24 atoms, in Å:
C -2.413 1.734 -1.520  -0.07
C -1.443 1.159 -0.548  -0.29
C -0.107 1.638 -0.539  -0.03
C 0.769 1.141 0.395  -0.04
C 0.353 0.271 1.384  -0.35
O 1.348 -0.033 2.289  0.05
C -0.903 -0.298 1.360  -0.03
C -1.735 0.117 0.309  -0.06
H -2.308 2.821 -1.449  0.08
H -3.477 1.516 -1.407  0.08
H -2.180 1.431 -2.540  0.08
H 0.308 2.266 -1.316  0.11
H 1.803 1.460 0.351  0.12
H 1.088 -0.729 2.869  0.09
H -1.155 -1.196 1.908  0.12
H -2.760 -0.240 0.234  0.11
C 1.220 -2.426 -0.585  -0.16
C 2.147 -2.127 -1.770  -0.16
H 0.653 -3.350 -0.611  0.07
H 1.840 -2.454 0.319  0.07
H 0.574 -1.552 -0.505  0.04
H 2.941 -1.406 -1.645  0.06
H 1.538 -1.810 -2.610  0.06
H 2.580 -3.106 -2.029  0.06

***

6.
Entry from OMol25: a cluster of 3 separate species, C3H8N2O4 in total in a non-equilibrium geometry (wB97M-V/def2-TZVPD).

## Properties
**Total charge**: 0
**HOMO**: -8.3 eV
**Gap between HOMO and LUMO**: 8.86 eV
**2S+1**: 1
**Calculated total energy**: -14406.8536 eV
**Energy above the lowest of the compared OMol25 structures with the same formula, charge and spin**: 126.5 kcal/mol

Each line ends with the Löwdin charge.
Positions of all 17 atoms, in Å:
C -2.483 -0.886 -0.953  -0.07
C -1.181 -0.499 -0.616  -0.14
N -2.078 0.657 2.361  -0.03
O -2.117 0.081 1.091  -0.36
N 0.014 -0.300 -0.654  0.18
H -1.438 0.118 2.941  0.07
H -1.724 1.608 2.274  0.07
H 0.586 -0.536 -1.472  0.11
H -2.911 -0.308 -1.768  0.09
H -2.960 -0.484 0.164  0.12
H -2.606 -1.963 -1.041  0.09
C 3.112 0.370 -0.482  -0.66
O 4.372 0.732 -0.199  0.14
O 2.322 0.671 0.534  0.13
O 2.777 -0.153 -1.524  0.07
H 1.398 0.396 0.305  0.08
H 4.917 0.496 -0.963  0.13

***

calculated total energy of number 1 (C25H21N4O4PS2Ti)?
-94492.9924 eV

***

The highest calculated total energy belongs to which entry?
C5H10NO

***

Among the records above, which one has the highest 2S+1?
C25H21N4O4PS2Ti

***

Copy entry 5 word for word.
Entry from OMol25: a cluster of 2 separate species, C9H14O in total in a non-equilibrium geometry (wB97M-V/def2-TZVPD).

## Properties
**Total charge**: 0
**Structure (SMILES)**: Cc1ccc(O)cc1.CC
**HOMO**: -8.4 eV
**Gap between HOMO and LUMO**: 9.28 eV
**2S+1**: 1
**Calculated total energy**: -11607.0553 eV
**Energy above the lowest of the compared OMol25 structures with the same formula, charge and spin**: 13.4 kcal/mol

Each line ends with the Löwdin charge.
Positions of all 24 atoms, in Å:
C -2.413 1.734 -1.520  -0.07
C -1.443 1.159 -0.548  -0.29
C -0.107 1.638 -0.539  -0.03
C 0.769 1.141 0.395  -0.04
C 0.353 0.271 1.384  -0.35
O 1.348 -0.033 2.289  0.05
C -0.903 -0.298 1.360  -0.03
C -1.735 0.117 0.309  -0.06
H -2.308 2.821 -1.449  0.08
H -3.477 1.516 -1.407  0.08
H -2.180 1.431 -2.540  0.08
H 0.308 2.266 -1.316  0.11
H 1.803 1.460 0.351  0.12
H 1.088 -0.729 2.869  0.09
H -1.155 -1.196 1.908  0.12
H -2.760 -0.240 0.234  0.11
C 1.220 -2.426 -0.585  -0.16
C 2.147 -2.127 -1.770  -0.16
H 0.653 -3.350 -0.611  0.07
H 1.840 -2.454 0.319  0.07
H 0.574 -1.552 -0.505  0.04
H 2.941 -1.406 -1.645  0.06
H 1.538 -1.810 -2.610  0.06
H 2.580 -3.106 -2.029  0.06